The following is a quantum chemistry calculation of a single C4H8O2 molecule in a non-equilibrium geometry, from the OMol25 dataset.

Properties
E	-8370.405	eV
lowest unoccupied orbital energy	0.92	eV
SMILES	C=C(O)OCC
HOMO-LUMO gap	9.2	eV
spin multiplicity	1
HOMO	-0.3039	Ha

CARTESIAN COORDINATES (ANGSTROEM)
C  -2.209  -0.315  0.657
C  -1.136  -0.021  -0.361
O  0.062  0.370  0.353
C  1.227  0.245  -0.245
O  1.269  0.047  -1.553
C  2.467  0.208  0.364
H  -1.909  -1.144  1.299
H  -2.388  0.558  1.284
H  -3.147  -0.585  0.162
H  -0.915  -0.890  -0.982
H  -1.423  0.803  -1.017
H  2.554  0.047  1.428
H  3.214  0.869  -0.064
H  2.334  -0.190  -1.324

Quick look at the natural (NBO) charges, all values in e: atom 1 (C): -0.63, atom 2 (C): -0.07, atom 3 (O): -0.48, atom 4 (C): 0.68, atom 5 (O): -0.69, atom 6 (C): -0.82, atom 7 (H): 0.22, atom 8 (H): 0.22, atom 9 (H): 0.22, atom 10 (H): 0.19, atom 11 (H): 0.19, atom 12 (H): 0.22, atom 13 (H): 0.23, atom 14 (H): 0.52